{"formula": "C60H47F9O8V2", "method": "the ωB97M-V functional and the def2-TZVPD basis", "homo_energy_ha": -0.33115, "multiplicity": 1, "e_lumo_ev": -2.38, "charge": 0, "relative_energy_kj_mol": 38.4, "orbital_gap_ev": 6.63, "species": ["O", "V", "O", "O", "V", "O", "C", "C", "C", "O", "C", "C", "C", "O", "O", "O", "H", "H", "F", "C", "C", "C", "C", "C", "C", "H", "H", "H", "H", "H", "F", "C", "C", "C", "C", "C", "C", "H", "H", "H", "H", "H", "F", "C", "C", "C", "C", "C", "C", "H", "H", "H", "H", "H", "F", "C", "C", "C", "C", "C", "C", "H", "H", "H", "H", "H", "F", "C", "C", "C", "C", "C", "C", "H", "H", "H", "H", "H", "F", "C", "C", "C", "C", "C", "C", "H", "H", "H", "H", "H", "F", "C", "C", "C", "C", "C", "C", "H", "H", "H", "H", "H", "F", "C", "C", "C", "C", "C", "C", "H", "H", "H", "H", "H", "F", "C", "C", "C", "C", "C", "C", "H", "H", "H", "H", "H"], "xyz": [[-4.3435, 2.7803, 0.3355], [-3.4950, 2.6350, 1.6669], [-3.5761, 3.9254, 2.5874], [3.3192, -2.5972, -0.2760], [2.0794, -2.3210, -1.2449], [1.9066, -3.5338, -2.2174], [-1.3280, -0.9476, 0.9157], [-1.7231, 0.3380, 1.2028], [-0.9485, 1.5340, 0.6854], [-1.3482, 2.7349, 0.8541], [0.2286, 1.3626, -0.0283], [0.6618, 0.0742, -0.3477], [-0.0930, -1.1689, 0.2620], [0.3914, -2.2924, 0.0202], [1.7224, -0.1896, -0.9565], [-2.8095, 0.5099, 1.8686], [-1.9466, -1.7507, 1.2880], [0.7170, 2.2047, -0.4960], [0.5238, 6.1952, -5.5661], [0.7021, 5.0956, -4.8002], [1.8473, 4.3461, -4.9596], [1.9839, 3.1841, -4.2075], [1.0769, 2.8857, -3.1836], [0.0158, 3.7649, -2.9647], [-0.2139, 4.8385, -3.8229], [2.5199, 4.6196, -5.7616], [2.8838, 2.6054, -4.3708], [1.1728, 1.9650, -2.6251], [-0.6827, 3.5791, -2.1583], [-1.0891, 5.4467, -3.6409], [3.4618, -1.1936, -2.8330], [4.2822, -0.1722, -3.2165], [5.0832, -0.3431, -4.3386], [5.9634, 0.6594, -4.7040], [5.9261, 1.8942, -4.0456], [5.1228, 2.0486, -2.9193], [4.2582, 1.0168, -2.5547], [5.1228, -1.2831, -4.8741], [6.5788, 0.5354, -5.5838], [6.5293, 2.7451, -4.3320], [5.0831, 2.9809, -2.3746], [3.6151, 1.1436, -1.6912], [1.8204, 7.8080, 2.4439], [1.5738, 7.5707, 1.1497], [1.4166, 6.2571, 0.7335], [1.2819, 5.9353, -0.6111], [1.1029, 6.9821, -1.5119], [1.2939, 8.3095, -1.1160], [1.5518, 8.5975, 0.2198], [1.4819, 5.4840, 1.4900], [1.1048, 4.8996, -0.8638], [0.8746, 6.7633, -2.5479], [1.3484, 9.0686, -1.8824], [1.7347, 9.6247, 0.5083], [-4.2382, -1.6587, -1.0046], [-4.4102, -2.9944, -1.0957], [-3.4549, -3.8601, -0.5822], [-3.5879, -5.2328, -0.7278], [-4.6336, -5.6950, -1.5248], [-5.5696, -4.8377, -2.0783], [-5.4726, -3.4626, -1.8287], [-2.6021, -3.4771, -0.0364], [-2.8405, -5.9460, -0.4137], [-4.8375, -6.7480, -1.6827], [-6.4653, -5.2202, -2.5465], [-6.1847, -2.7817, -2.2759], [-1.9318, -6.2454, 5.8153], [-1.5597, -5.7457, 4.6318], [-1.1600, -4.4168, 4.4915], [-0.8104, -3.9604, 3.2321], [-0.7889, -4.8291, 2.1446], [-1.2174, -6.1431, 2.2790], [-1.6211, -6.5826, 3.5279], [-1.2008, -3.7946, 5.3774], [-0.5709, -2.9129, 3.1222], [-0.6146, -4.3770, 1.1757], [-1.2044, -6.7571, 1.3892], [-1.8999, -7.6113, 3.7257], [-7.9325, -3.0196, 2.0734], [-6.7015, -3.4795, 2.2871], [-5.6216, -2.6307, 2.3381], [-4.3578, -3.1351, 2.6298], [-4.1840, -4.4789, 2.8964], [-5.2733, -5.3648, 2.8123], [-6.5210, -4.8458, 2.5172], [-5.7864, -1.5626, 2.2620], [-3.4628, -2.5373, 2.7463], [-3.2337, -4.9234, 3.1641], [-5.1988, -6.3855, 3.1589], [-7.3758, -5.5052, 2.4245], [0.5382, -1.6840, 6.5327], [1.3045, -1.9225, 5.4654], [1.1672, -1.2543, 4.2482], [1.9798, -1.5800, 3.1681], [2.9207, -2.5769, 3.3053], [3.1833, -3.1432, 4.5340], [2.3086, -2.8800, 5.5843], [0.3445, -0.5626, 4.0939], [1.8897, -1.1168, 2.1961], [3.5182, -2.7501, 2.4169], [3.8860, -3.9607, 4.6226], [2.3408, -3.5017, 6.4711], [6.0247, 2.5123, 3.7435], [5.0959, 2.7980, 2.8245], [3.8555, 2.1567, 2.8476], [2.9545, 2.3732, 1.8149], [3.2415, 3.3543, 0.8562], [4.4989, 3.9219, 0.7707], [5.4333, 3.6172, 1.7633], [3.7117, 1.4411, 3.6488], [2.0197, 1.8325, 1.8066], [2.5195, 3.5824, 0.0843], [4.7346, 4.7173, 0.0776], [6.3674, 4.1616, 1.8435], [0.2817, -1.3971, -2.8653], [-0.6941, -0.5728, -3.3440], [-1.8742, -0.5190, -2.6107], [-2.8156, 0.4319, -2.9749], [-2.5915, 1.2818, -4.0578], [-1.3812, 1.2423, -4.7022], [-0.4038, 0.2938, -4.3725], [-2.1006, -1.1448, -1.7602], [-3.7070, 0.5671, -2.3765], [-3.2588, 2.0858, -4.3402], [-1.0944, 1.9377, -5.4817], [0.5590, 0.2599, -4.8621]]}